# CH3BrO3P

A gas-phase ion, CH3BrO3P (charge -1) in a non-equilibrium geometry (ωB97M-V/def2-TZVPD, the Open Molecules 2025 dataset).

CARTESIAN COORDINATES (ANGSTROEM)
C (-1.168, 0.382, -0.015)
O (1.495, 0.362, 0.718)
O (0.836, -0.927, -1.449)
O (0.019, -1.789, 0.868)
P (0.340, -0.685, -0.075)
Br (2.954, 1.074, -0.045)
H (-1.075, 1.415, -0.328)
H (-1.854, -0.149, -0.672)
H (-1.549, 0.317, 0.999)

Its expectation value of S² is 2.009. The calculation puts the molar mass at 173.91 g/mol. The HOMO energy (alpha / beta) comes out at -2.83 / -5.42 eV. The gap between HOMO and LUMO (alpha / beta) comes out at 6.5 / 6.6 eV. Its spin multiplicity is 3. The total charge is -1. The value obtained for the energy relative to the best compared isomer or geometry (same formula, charge and spin) is 0.0 kcal/mol.

Atomic charges from the Mulliken analysis, expressed in e, are listed below: -0.911, -0.299, -0.726, -0.727, 0.973, -0.126, 0.284, 0.259, 0.274

***

# CH3BrOS

CH3BrOS in the gas phase in a non-equilibrium geometry (ωB97M-V/def2-TZVPD, the Open Molecules 2025 dataset).

CARTESIAN COORDINATES (ANGSTROEM)
C (-1.119, -1.008, -0.073)
O (1.863, 2.794, 0.453)
S (2.408, 1.713, -0.359)
Br (1.112, -0.135, 0.134)
H (-1.163, -1.688, 0.782)
H (-1.187, -1.425, -1.105)
H (-1.914, -0.252, 0.168)

The calculation puts the molar mass at 143.01 g/mol. The HOMO energy (alpha / beta) comes out at -9.02 / -7.90 eV. The gap between HOMO and LUMO (alpha / beta) comes out at 7.7 / 6.5 eV. The value obtained for the energy relative to the best compared isomer or geometry (same formula, charge and spin) is 62.8 kcal/mol.

Atomic charges from the Mulliken analysis, expressed in e, are listed below: -0.865, -0.354, 0.296, 0.058, 0.290, 0.283, 0.292

***

# CH3BrOS

CH3BrOS in the gas phase in a non-equilibrium geometry (ωB97M-V/def2-TZVPD, the Open Molecules 2025 dataset).

CARTESIAN COORDINATES (ANGSTROEM)
C (0.686, 0.191, -0.327)
O (0.466, -0.366, 0.993)
S (-0.798, -1.300, 0.939)
Br (-2.551, 0.497, 0.621)
H (0.805, -0.592, -1.146)
H (1.624, 0.793, -0.513)
H (-0.233, 0.777, -0.567)

The calculation puts the molar mass at 143.01 g/mol. The HOMO energy comes out at -9.47 eV. The SMILES is COSBr. The gap between HOMO and LUMO comes out at 7.9 eV. The value obtained for the energy relative to the best compared isomer or geometry (same formula, charge and spin) is 22.5 kcal/mol.

Atomic charges from the Mulliken analysis, expressed in e, are listed below: -0.488, -0.193, 0.144, -0.201, 0.279, 0.233, 0.226

***

# CH3BrP2

CH3BrP2 in the gas phase in a non-equilibrium geometry (ωB97M-V/def2-TZVPD, the Open Molecules 2025 dataset).

CARTESIAN COORDINATES (ANGSTROEM)
C (-0.157, -0.974, 0.176)
P (0.161, 1.873, -0.124)
P (0.048, 0.178, -1.234)
Br (1.234, -0.745, 1.583)
H (-1.068, -0.832, 0.770)
H (-0.134, -2.155, -0.005)
H (-0.084, 2.656, -1.166)

The calculation puts the molar mass at 156.89 g/mol. The HOMO energy comes out at -9.27 eV. The gap between HOMO and LUMO comes out at 8.1 eV. The value obtained for the energy relative to the best compared isomer or geometry (same formula, charge and spin) is 7.1 kcal/mol.

Atomic charges from the Mulliken analysis, expressed in e, are listed below: -0.629, -0.013, 0.094, -0.127, 0.339, 0.310, 0.027

***

# CH3BrP2

CH3BrP2 in the gas phase in a non-equilibrium geometry (ωB97M-V/def2-TZVPD, the Open Molecules 2025 dataset).

CARTESIAN COORDINATES (ANGSTROEM)
C (0.799, -0.371, -0.093)
P (-0.716, 0.635, 0.215)
P (-1.091, 2.517, 0.296)
Br (-2.245, -1.042, -0.200)
H (1.331, -0.649, 0.890)
H (0.555, -1.316, -0.418)
H (1.367, 0.225, -0.690)

The calculation puts the molar mass at 156.89 g/mol. The HOMO energy comes out at -8.44 eV. The SMILES is CP(#P)Br. The gap between HOMO and LUMO comes out at 7.6 eV. The value obtained for the energy relative to the best compared isomer or geometry (same formula, charge and spin) is 0.0 kcal/mol.

Atomic charges from the Mulliken analysis, expressed in e, are listed below: -0.915, 0.227, -0.029, -0.244, 0.287, 0.369, 0.305

***

# CH3BrS

2 unconnected molecules or ions with the total composition CH3BrS in a non-equilibrium geometry (ωB97M-V/def2-TZVPD, the Open Molecules 2025 dataset).

CARTESIAN COORDINATES (ANGSTROEM)
C (0.506, -0.309, 0.044)
S (0.815, 1.411, 0.042)
Br (-2.780, 0.787, -0.284)
H (1.408, -0.861, 0.053)
H (-0.136, -0.431, -0.868)
H (0.187, -0.597, 1.014)

The calculation puts the molar mass at 127.01 g/mol. The HOMO energy (alpha / beta) comes out at -9.02 / -9.02 eV. The gap between HOMO and LUMO (alpha / beta) comes out at 4.7 / 4.7 eV. The value obtained for the energy relative to the best compared isomer or geometry (same formula, charge and spin) is 78.6 kcal/mol.

Atomic charges from the Mulliken analysis, expressed in e, are listed below: -0.796, 0.160, -0.359, 0.373, 0.299, 0.323

***

# CH3BrS

CH3BrS in the gas phase in a non-equilibrium geometry (ωB97M-V/def2-TZVPD, the Open Molecules 2025 dataset).

CARTESIAN COORDINATES (ANGSTROEM)
Br (-2.022, -1.073, 1.076)
S (-1.126, 0.051, -0.652)
C (0.565, 0.233, -0.224)
H (0.866, -0.808, -0.034)
H (1.067, 0.818, -0.964)
H (0.650, 0.779, 0.798)

The calculation puts the molar mass at 127.01 g/mol. The HOMO energy comes out at -8.90 eV. The SMILES is CSBr. The gap between HOMO and LUMO comes out at 8.5 eV. The value obtained for the energy relative to the best compared isomer or geometry (same formula, charge and spin) is 0.0 kcal/mol.

Atomic charges from the Mulliken analysis, expressed in e, are listed below: -0.097, -0.016, -0.742, 0.284, 0.304, 0.268

***

# CH3Cl2N3

CH3Cl2N3 in the gas phase in a non-equilibrium geometry (ωB97M-V/def2-TZVPD, the Open Molecules 2025 dataset).

CARTESIAN COORDINATES (ANGSTROEM)
C (-0.035, -0.175, -0.058)
N (-1.704, -0.806, 0.121)
N (0.843, -1.138, 0.121)
N (0.182, 1.071, -0.349)
Cl (-2.772, 0.466, -0.082)
Cl (1.766, 1.852, 0.017)
H (0.483, -2.052, 0.337)
H (1.830, -0.942, 0.187)
H (-0.593, 1.723, -0.294)

The calculation puts the molar mass at 127.96 g/mol. The HOMO energy comes out at -7.47 eV. The SMILES is N/C(=N/Cl)NCl. The gap between HOMO and LUMO comes out at 6.7 eV. The value obtained for the energy relative to the best compared isomer or geometry (same formula, charge and spin) is 49.3 kcal/mol.

Atomic charges from the Mulliken analysis, expressed in e, are listed below: 0.513, -0.373, -0.339, -0.233, -0.218, -0.096, 0.251, 0.202, 0.293

***

# CH3Cl2O2PS

CH3Cl2O2PS in the gas phase in a non-equilibrium geometry (ωB97M-V/def2-TZVPD, the Open Molecules 2025 dataset).

CARTESIAN COORDINATES (ANGSTROEM)
C (-0.026, 0.256, 1.594)
O (1.765, -0.872, -0.162)
O (-0.653, -1.400, -0.244)
P (-0.069, 0.991, -1.781)
S (0.380, -0.446, -0.051)
Cl (-2.025, 0.457, -1.842)
Cl (0.842, -0.310, -3.097)
H (-0.829, 0.874, 1.478)
H (-0.249, -0.387, 2.356)
H (0.863, 0.836, 1.748)

The calculation puts the molar mass at 180.98 g/mol. The HOMO energy comes out at -9.79 eV. The SMILES is CS(=O)(=O)P(Cl)Cl. The gap between HOMO and LUMO comes out at 9.7 eV. The value obtained for the energy relative to the best compared isomer or geometry (same formula, charge and spin) is 31.4 kcal/mol.

Atomic charges from the Mulliken analysis, expressed in e, are listed below: -0.936, -0.592, -0.525, 0.319, 0.969, -0.132, -0.145, 0.338, 0.370, 0.333

***

# CH3Cl2OP

2 unconnected molecules or ions with the total composition CH3Cl2OP in a non-equilibrium geometry (ωB97M-V/def2-TZVPD, the Open Molecules 2025 dataset).

CARTESIAN COORDINATES (ANGSTROEM)
C (0.592, -0.510, -0.169)
O (-0.394, 1.388, 1.866)
P (-0.484, 1.054, 0.454)
Cl (-1.885, -2.316, -0.573)
Cl (-0.106, 2.662, -0.754)
H (0.473, -0.585, -1.287)
H (1.596, -0.389, 0.136)
H (0.208, -1.305, 0.328)

The calculation puts the molar mass at 132.91 g/mol. The HOMO energy (alpha / beta) comes out at -11.64 / -8.93 eV. The gap between HOMO and LUMO (alpha / beta) comes out at 9.6 / 4.7 eV. The value obtained for the energy relative to the best compared isomer or geometry (same formula, charge and spin) is 94.9 kcal/mol.

Atomic charges from the Mulliken analysis, expressed in e, are listed below: -0.913, -0.454, 0.684, -0.089, -0.195, 0.346, 0.323, 0.299

***

- molar mass of number 4 (CH3BrP2)?
  156.89 g/mol

***

Copy entry 7 word for word.
# CH3BrS

CH3BrS in the gas phase in a non-equilibrium geometry (ωB97M-V/def2-TZVPD, the Open Molecules 2025 dataset).

CARTESIAN COORDINATES (ANGSTROEM)
Br (-2.022, -1.073, 1.076)
S (-1.126, 0.051, -0.652)
C (0.565, 0.233, -0.224)
H (0.866, -0.808, -0.034)
H (1.067, 0.818, -0.964)
H (0.650, 0.779, 0.798)

The calculation puts the molar mass at 127.01 g/mol. The HOMO energy comes out at -8.90 eV. The SMILES is CSBr. The gap between HOMO and LUMO comes out at 8.5 eV. The value obtained for the energy relative to the best compared isomer or geometry (same formula, charge and spin) is 0.0 kcal/mol.

Atomic charges from the Mulliken analysis, expressed in e, are listed below: -0.097, -0.016, -0.742, 0.284, 0.304, 0.268

***

Repeat the second record exactly.
# CH3BrOS

CH3BrOS in the gas phase in a non-equilibrium geometry (ωB97M-V/def2-TZVPD, the Open Molecules 2025 dataset).

CARTESIAN COORDINATES (ANGSTROEM)
C (-1.119, -1.008, -0.073)
O (1.863, 2.794, 0.453)
S (2.408, 1.713, -0.359)
Br (1.112, -0.135, 0.134)
H (-1.163, -1.688, 0.782)
H (-1.187, -1.425, -1.105)
H (-1.914, -0.252, 0.168)

The calculation puts the molar mass at 143.01 g/mol. The HOMO energy (alpha / beta) comes out at -9.02 / -7.90 eV. The gap between HOMO and LUMO (alpha / beta) comes out at 7.7 / 6.5 eV. The value obtained for the energy relative to the best compared isomer or geometry (same formula, charge and spin) is 62.8 kcal/mol.

Atomic charges from the Mulliken analysis, expressed in e, are listed below: -0.865, -0.354, 0.296, 0.058, 0.290, 0.283, 0.292

***

- Look up the energy relative to the best compared isomer or geometry (same formula, charge and spin) of the tenth one.
  94.9 kcal/mol